The following is a DFT calculation (ωB97M-V/def2-TZVPD) of a cluster of 6 separate species, C34H33F48N2O7S in total.

Positions of all 125 atoms, in Å:
C1 3.927 -2.069 -7.023
C2 3.919 -2.377 -5.457
F1 4.793 -1.439 -4.793
C3 2.439 -2.310 -4.791
C4 1.568 -1.137 -5.442
N1 0.512 -0.560 -4.543
C5 0.898 -0.451 -3.100
C6 2.435 -0.845 -2.807
S1 2.706 -0.736 -0.950
O1 3.695 -1.801 -0.550
O2 1.402 -0.959 -0.212
C7 3.257 0.993 -0.483
F2 2.466 1.877 -1.293
F3 2.898 1.238 0.845
C8 4.784 1.324 -0.823
F4 5.189 0.487 -1.898
F5 4.906 2.646 -1.311
C9 5.814 1.080 0.371
F6 5.607 1.898 1.483
F7 5.900 -0.260 0.776
F8 7.091 1.417 -0.137
N2 2.620 -2.221 -3.313
H1 4.189 -0.958 -7.165
H2 2.921 -2.225 -7.535
H3 4.732 -2.663 -7.577
H4 4.330 -3.425 -5.245
H5 1.957 -3.320 -5.051
H6 1.010 -1.607 -6.331
H7 2.180 -0.286 -5.893
H8 -0.394 -1.057 -4.700
H9 0.342 0.413 -4.878
H10 0.262 -1.224 -2.537
H11 0.686 0.555 -2.621
H12 3.164 -0.174 -3.375
H13 3.493 -2.655 -2.990
C10 8.645 5.157 5.211
C11 8.029 6.570 5.121
C12 6.989 6.926 6.187
F9 5.911 6.122 6.154
F10 6.528 8.187 5.988
F11 7.532 6.754 3.875
F12 9.060 7.456 5.247
O3 8.095 4.138 4.361
C13 6.945 3.456 4.810
C14 5.720 3.717 3.926
F13 5.427 5.032 3.854
F14 4.622 3.100 4.428
F15 6.730 3.741 6.107
F16 7.251 2.139 4.765
H14 9.675 5.259 4.859
H15 8.741 4.812 6.244
H16 7.422 6.884 7.190
H17 5.888 3.355 2.911
C15 -4.800 -2.409 -3.589
C16 -3.377 -2.167 -4.135
C17 -2.646 -3.391 -4.690
F17 -2.456 -4.347 -3.772
F18 -1.402 -3.029 -5.127
F19 -2.636 -1.550 -3.179
F20 -3.493 -1.266 -5.157
O4 -4.938 -2.572 -2.172
C18 -4.713 -3.857 -1.633
C19 -3.494 -3.906 -0.703
F21 -2.366 -3.511 -1.338
F22 -3.277 -5.165 -0.267
F23 -4.653 -4.758 -2.631
F24 -5.823 -4.163 -0.924
H18 -5.362 -1.496 -3.802
H19 -5.329 -3.191 -4.140
H20 -3.184 -3.825 -5.536
H21 -3.638 -3.256 0.164
C20 -9.308 -2.634 3.430
C21 -9.846 -4.082 3.457
C22 -9.234 -5.013 4.507
F25 -7.910 -5.184 4.345
F26 -9.790 -6.247 4.418
F27 -9.742 -4.611 2.216
F28 -11.183 -3.998 3.717
O5 -8.298 -2.320 2.458
C23 -6.956 -2.609 2.784
C24 -6.344 -3.684 1.881
F29 -7.045 -4.835 1.930
F30 -5.080 -3.981 2.270
F31 -6.867 -2.906 4.095
F32 -6.278 -1.448 2.620
H22 -10.154 -2.008 3.136
H23 -9.034 -2.276 4.426
H24 -9.415 -4.639 5.519
H25 -6.318 -3.353 0.845
C25 -0.691 4.766 -2.501
C26 -0.339 3.822 -3.672
C27 1.135 3.774 -4.080
F33 1.601 4.957 -4.497
F34 1.304 2.906 -5.123
F35 -1.130 4.117 -4.728
F36 -0.693 2.555 -3.283
O6 -1.211 6.060 -2.829
C28 -0.284 7.085 -3.126
C29 -0.383 7.571 -4.576
F37 -0.192 6.562 -5.456
F38 0.565 8.500 -4.835
F39 0.956 6.682 -2.787
F40 -0.581 8.106 -2.295
H26 -1.515 4.284 -1.968
H27 0.114 4.829 -1.764
H28 1.762 3.426 -3.254
H29 -1.364 8.008 -4.774
C30 -0.198 -2.071 5.567
C31 0.074 -3.491 5.020
C32 0.424 -3.589 3.533
F41 -0.559 -3.139 2.732
F42 0.633 -4.885 3.185
F43 -0.976 -4.287 5.327
F44 1.136 -3.984 5.722
O7 -1.568 -1.657 5.684
C33 -2.194 -1.129 4.536
C34 -3.348 -2.005 4.037
F45 -2.937 -3.258 3.753
F46 -3.875 -1.498 2.895
F47 -1.269 -0.885 3.589
F48 -2.680 0.079 4.899
H30 0.159 -2.076 6.599
H31 0.411 -1.313 5.068
H32 1.338 -3.033 3.306
H33 -4.140 -2.074 4.787

Computed properties:
2S+1   1
LUMO energy   -3.02 eV
HOMO energy   -13.0 eV
E_tot   -7142.9505 Eh
Gap between HOMO and LUMO   9.97 eV
Net charge   +1



The following is a DFT calculation (ωB97M-V/def2-TZVPD) of a cluster of 2 separate species, C7H10N3O4 in total.

Positions of all 24 atoms, in Å:
C1 -1.067 -1.366 1.187
N1 -1.855 -1.571 0.332
C2 2.795 -5.527 4.967
C3 1.475 -4.802 4.899
O1 1.692 -3.364 5.012
C4 0.526 -2.728 4.816
N2 0.819 -1.297 4.789
N3 -0.099 -0.595 4.311
C5 0.194 0.839 4.358
O2 1.037 1.401 5.026
O3 -0.680 1.450 3.548
C6 -0.419 2.884 3.555
C7 -1.365 3.584 2.613
O4 -0.556 -3.258 4.724
H1 2.568 -6.598 4.879
H2 3.450 -5.232 4.139
H3 3.316 -5.343 5.912
H4 0.986 -4.985 3.936
H5 0.801 -5.113 5.707
H6 -0.552 3.233 4.586
H7 0.623 3.040 3.252
H8 -1.143 4.656 2.690
H9 -1.214 3.259 1.578
H10 -2.411 3.411 2.888

Computed properties:
2S+1   1
LUMO energy   1.97 eV
ΔE to the lowest compared entry with this formula, charge and spin   36.5 kcal/mol
HOMO energy   -4.0 eV
E_tot   -737.9265 Eh
Gap between HOMO and LUMO   6.00 eV
Net charge   -1



The following is a DFT calculation (ωB97M-V/def2-TZVPD) of a structure of composition C23H44HoN6S6.

Positions of all 80 atoms, in Å:
Ho1 0.175 -0.243 0.003
C1 4.108 -0.358 1.009
C2 3.530 -0.459 2.411
S1 1.798 -1.028 2.442
C3 1.242 -0.091 3.901
C4 -0.263 -0.158 4.062
S2 -1.216 0.362 2.611
C5 -1.297 2.163 2.780
C6 -0.021 2.924 2.478
S3 0.654 2.538 0.830
C7 2.427 2.736 1.181
C8 3.254 2.182 0.040
S4 3.071 0.408 -0.266
H1 4.345 -1.349 0.626
H2 5.056 0.182 1.043
H3 3.564 0.500 2.924
H4 4.130 -1.159 2.993
H5 1.587 0.935 3.787
H6 1.726 -0.514 4.782
H7 -0.575 0.443 4.918
H8 -0.582 -1.178 4.273
H9 -1.637 2.391 3.791
H10 -2.087 2.462 2.094
H11 0.753 2.719 3.216
H12 -0.229 3.994 2.517
H13 2.654 2.237 2.122
H14 2.642 3.799 1.302
H15 4.314 2.386 0.199
H16 2.968 2.653 -0.899
C9 -1.363 -2.792 1.980
N1 -1.067 -2.439 0.570
C10 -2.363 -2.373 -0.144
C11 -0.293 -3.588 0.032
C12 0.196 -3.332 -1.367
N2 1.145 -2.194 -1.412
C13 2.444 -2.673 -0.877
C14 1.389 -1.882 -2.843
H17 -1.847 -3.772 2.023
H18 -2.039 -2.062 2.419
H19 -0.437 -2.846 2.550
H20 -2.869 -3.344 -0.107
H21 -2.227 -2.095 -1.190
H22 -2.985 -1.619 0.320
H23 -0.926 -4.483 0.042
H24 0.536 -3.786 0.714
H25 -0.633 -3.116 -2.043
H26 0.685 -4.231 -1.757
H27 2.727 -3.610 -1.367
H28 2.395 -2.851 0.196
H29 3.216 -1.945 -1.100
H30 1.799 -2.761 -3.350
H31 2.101 -1.063 -2.926
H32 0.454 -1.610 -3.330
C15 3.659 1.402 -4.477
C16 2.669 2.439 -3.945
C17 1.397 1.800 -3.492
N3 1.187 1.344 -2.303
N4 -0.030 0.712 -2.166
C18 -0.745 0.737 -3.275
N5 -1.956 0.160 -3.383
S5 0.070 1.516 -4.576
H33 4.557 1.895 -4.843
H34 3.233 0.833 -5.304
H35 3.949 0.705 -3.689
H36 2.448 3.187 -4.708
H37 3.089 2.978 -3.095
H38 -2.498 0.135 -2.525
H39 -2.473 0.266 -4.242
S6 -2.415 1.194 -0.295
C19 -4.075 1.125 0.209
N6 -4.881 2.062 -0.352
C20 -6.201 2.190 -0.105
C21 -6.814 1.340 0.773
C22 -6.031 0.367 1.395
C23 -4.680 0.261 1.122
H40 -4.443 2.703 -1.005
H41 -6.705 2.986 -0.635
H42 -7.870 1.439 0.975
H43 -6.484 -0.310 2.107
H44 -4.083 -0.476 1.634

Computed properties:
2S+1   5
LUMO energy (alpha / beta)   -7.64 / -7.61 eV
ΔE to the lowest compared entry with this formula, charge and spin   17.3 kcal/mol
HOMO energy (alpha / beta)   -16.3 / -16.3 eV
E_tot   -4567.7902 Eh
Gap between HOMO and LUMO (alpha / beta)   8.64 / 8.67 eV
Net charge   +3



The following is a DFT calculation (ωB97M-V/def2-TZVPD) of a structure of composition C37H27Br2N6O2S3Sc.

Positions of all 78 atoms, in Å:
Sc1 -0.741 0.089 -1.276
C1 2.451 -2.735 0.587
C2 1.361 -2.205 -0.307
N1 1.125 -0.930 -0.370
N2 2.006 -0.183 0.415
C3 2.004 1.084 0.196
S1 1.074 1.980 -0.941
S2 3.084 2.123 1.124
C4 3.953 0.960 2.222
C5 5.432 0.934 1.953
C6 6.326 1.608 2.773
C7 7.688 1.590 2.500
C8 8.167 0.896 1.401
C9 7.278 0.219 0.575
C10 5.921 0.240 0.848
C11 0.607 -3.187 -1.097
C12 1.202 -4.422 -1.397
C13 0.548 -5.390 -2.129
C14 -0.753 -5.150 -2.565
C15 -1.369 -3.950 -2.286
C16 -0.699 -2.943 -1.573
O1 -1.314 -1.804 -1.347
H1 2.490 -2.150 1.501
H2 3.427 -2.636 0.106
H3 2.281 -3.781 0.825
H4 3.508 -0.015 2.033
H5 3.748 1.239 3.255
H6 5.954 2.151 3.634
H7 8.374 2.122 3.148
H8 9.227 0.881 1.185
H9 7.645 -0.324 -0.287
H10 5.222 -0.272 0.197
H11 2.214 -4.620 -1.071
H12 1.043 -6.324 -2.357
H13 -1.284 -5.905 -3.132
H14 -2.375 -3.738 -2.622
Br1 0.783 1.120 -6.040
C17 -0.950 1.356 -5.347
C18 -1.923 1.994 -6.136
C19 -3.200 2.177 -5.688
Br2 -4.466 3.039 -6.805
C20 -3.581 1.722 -4.402
C21 -4.870 1.817 -3.839
C22 -5.103 1.313 -2.587
C23 -4.042 0.734 -1.874
N3 -2.828 0.640 -2.363
C24 -2.586 1.103 -3.614
C25 -1.239 0.891 -4.075
O2 -0.416 0.291 -3.280
H15 -1.642 2.341 -7.121
H16 -5.664 2.278 -4.410
H17 -6.086 1.358 -2.140
H18 -4.196 0.344 -0.873
N4 -2.727 0.542 2.935
C26 -2.341 -0.502 3.806
C27 -2.512 -0.374 5.173
C28 -2.137 -1.412 6.017
C29 -1.565 -2.558 5.490
C30 -1.369 -2.668 4.119
C31 -1.776 -1.651 3.270
S3 -1.615 -1.847 1.525
N5 -1.636 -0.219 0.992
C32 -2.187 0.700 1.690
C33 -2.281 2.054 1.065
C34 -2.776 3.176 1.717
C35 -2.849 4.372 1.022
C36 -2.424 4.415 -0.293
C37 -1.924 3.253 -0.856
N6 -1.858 2.103 -0.195
H19 -3.095 1.364 3.379
H20 -2.946 0.533 5.576
H21 -2.285 -1.315 7.083
H22 -1.262 -3.366 6.141
H23 -0.908 -3.555 3.704
H24 -3.095 3.158 2.750
H25 -3.230 5.260 1.508
H26 -2.460 5.326 -0.873
H27 -1.552 3.243 -1.875

Computed properties:
2S+1   1
LUMO energy   -0.81 eV
ΔE to the lowest compared entry with this formula, charge and spin   13.9 kcal/mol
HOMO energy   -7.4 eV
E_tot   -9008.7325 Eh
Gap between HOMO and LUMO   6.63 eV